DFT (the ωB97M-V functional and the def2-TZVPD basis) results for a structure of composition C41H46BrN9O5SiY.

```
! wB97M-V def2-TZVPD RIJCOSX def2/J DEFGRID3
* xyz 1 1
Y -0.0754 0.6434 -0.1485
C 5.1502 -0.8596 -2.4745
N 3.8525 -1.0791 -1.8611
C 3.1446 -0.2691 -1.0741
N 2.0216 -0.8677 -0.7093
C 2.0983 -2.0728 -1.3406
N 3.1926 -2.2357 -2.0393
C 6.2920 -1.4010 -1.6403
C 7.2470 -2.2334 -2.2069
C 8.3142 -2.6976 -1.4487
C 8.4359 -2.3393 -0.1192
C 7.4745 -1.5107 0.4575
C 6.4092 -1.0439 -0.3049
C 7.5988 -1.1321 1.8557
N 8.5865 -1.3559 2.6604
N 8.2525 -0.8047 3.8669
C 7.0811 -0.2740 3.7320
O 6.6029 -0.4485 2.4733
C 6.2922 0.4439 4.7200
C 6.8053 0.6666 5.9942
C 6.0445 1.3597 6.9188
C 4.7830 1.8280 6.5824
C 4.2653 1.6090 5.3115
C 2.8989 2.1655 4.9636
N 2.1639 1.3648 4.0011
C 2.1562 1.4187 2.6680
N 1.3207 0.5077 2.1897
C 0.8185 -0.0731 3.3183
N 1.3116 0.4174 4.4247
C 5.0251 0.9166 4.3826
H 5.2716 0.2133 -2.6261
H 5.1335 -1.3518 -3.4437
H 3.4356 0.7374 -0.8202
H 1.3291 -2.8254 -1.2915
H 7.1616 -2.5211 -3.2479
H 9.0516 -3.3477 -1.8995
H 9.2607 -2.6841 0.4892
H 5.6739 -0.3939 0.1545
H 7.7922 0.2964 6.2358
H 6.4324 1.5345 7.9131
H 4.1972 2.3671 7.3177
H 2.9934 3.1776 4.5676
H 2.2812 2.2003 5.8574
H 2.7433 2.1054 2.0788
H 0.0848 -0.8613 3.3134
H 4.6467 0.7256 3.3870
O -1.9656 -5.5702 2.0322
C -1.5018 -4.3807 1.6572
C -0.1598 -4.0024 1.7589
C 0.2059 -2.7435 1.3417
N -0.6573 -1.8575 0.8287
C -1.9263 -2.2421 0.7335
Br -3.0963 -0.9631 -0.0440
C -2.4133 -3.4624 1.1349
H -1.2681 -6.1500 2.3553
H 0.5814 -4.6830 2.1578
H 1.2334 -2.4086 1.4182
H -3.4596 -3.7166 1.0504
O -2.5110 1.5091 -3.6719
C -1.5247 1.5627 -4.6042
C -1.7882 1.9554 -5.9106
C -0.7700 1.9903 -6.8469
C 0.5244 1.6523 -6.4835
C 0.7962 1.2983 -5.1740
C -0.2163 1.2457 -4.2239
C 0.0924 0.8777 -2.8103
O -0.6452 0.0357 -2.1950
O 1.0555 1.4331 -2.2096
H -3.3630 1.6285 -4.1031
H -2.8005 2.2313 -6.1848
H -0.9885 2.2826 -7.8652
H 1.3225 1.6668 -7.2129
H 1.8052 1.0527 -4.8677
C -3.2114 3.0499 -0.4065
Si -1.5631 2.8619 0.5370
C -2.0961 2.8906 2.4181
C -2.6321 1.5029 2.7878
C -3.2064 3.9134 2.6882
C -0.9084 3.2061 3.3341
C -0.4851 4.4133 0.0482
C 0.9754 4.1898 0.4676
C -0.9822 5.7236 0.6687
C -0.5359 4.5506 -1.4792
H -3.5978 4.0699 -0.3289
H -3.9727 2.3729 -0.0083
H -3.0783 2.8125 -1.4574
H -3.5081 1.2470 2.1884
H -2.9289 1.4776 3.8420
H -1.8745 0.7220 2.6376
H -4.1044 3.6928 2.1087
H -2.8880 4.9277 2.4447
H -3.4833 3.8935 3.7487
H -0.0692 2.5264 3.1530
H -1.1988 3.1010 4.3858
H -0.5563 4.2294 3.1923
H 1.0595 4.0209 1.5450
H 1.5800 5.0664 0.2118
H 1.4068 3.3275 -0.0640
H -0.8630 5.7248 1.7535
H -2.0357 5.9007 0.4429
H -0.4102 6.5692 0.2694
H -0.1869 3.6430 -1.9789
H 0.1107 5.3746 -1.8004
H -1.5493 4.7652 -1.8223
*
```

Output
energy above the lowest of the compared OMol25 structures with the same formula, charge and spin	18.8	kcal/mol
energy	-145874.02750	eV
orbital gap	7.31	eV